Formula: C5H7NO2
Source: the OMol25 dataset
Level of theory: wB97M-V/def2-TZVPD

Bonds (Å) are listed after each position.
Atoms and positions in Å:
1 C 0.965 1.245 0.753  N2 1.333, O8 1.436, H9 1.049
2 N -0.142 1.878 1.143  C1 1.333, O3 1.395
3 O -1.220 1.009 0.979  N2 1.395, C4 1.559
4 C -1.129 0.229 -0.368  O3 1.559, C5 1.539, H10 1.176, H11 1.209
5 C 0.180 -0.576 -0.466  C4 1.539, C6 1.484, C7 1.462, O8 1.358
6 C -0.066 -1.589 -1.522  C5 1.484, C7 1.547, H12 1.179, H13 1.135
7 C 0.317 -1.978 -0.075  C5 1.462, C6 1.547, H14 0.987, H15 1.066
8 O 1.278 0.134 -0.100  C1 1.436, C5 1.358
9 H 1.667 1.979 1.015  C1 1.049
10 H -1.789 -0.739 -0.465  C4 1.176
11 H -1.322 1.079 -1.205  C4 1.209
12 H -1.078 -1.819 -2.081  C6 1.179
13 H 0.665 -1.889 -2.338  C6 1.135
14 H -0.488 -2.453 0.240  C7 0.987
15 H 1.275 -2.440 -0.131  C7 1.066

For the HOMO energy, the calculation gives -9.2 eV. The structure (SMILES) is C1=NOCC2(CC2)O1. As for the frontier orbital gap: 10.008 eV. For the energy, the calculation gives -399.72562 a.u. The strongest force on any atom comes out at 5.254 eV/Å. The LUMO energy comes out at 0.0284 Ha.

Formula: C5H7NO2
Source: the OMol25 dataset
Level of theory: wB97M-V/def2-TZVPD

Bonds (Å) are listed after each position.
Atoms and positions in Å:
1 C -0.031 -1.467 0.609  C2 1.518, H9 1.113, H10 1.151, H11 1.122
2 C 0.158 -0.015 0.206  C1 1.518, C3 1.472, C4 1.480, C5 1.516
3 C -0.659 1.202 0.341  C2 1.472, C4 1.513, H12 1.109, H13 1.107
4 C 0.316 1.052 -0.807  C2 1.480, C3 1.513, C5 1.492, H14 1.038
5 C 1.450 0.773 0.122  C2 1.516, C4 1.492, N6 1.533, H15 1.017
6 N 2.748 0.028 -0.211  C5 1.533, O7 1.173, O8 1.245
7 O 3.695 0.179 0.465  N6 1.173
8 O 2.750 -0.812 -1.129  N6 1.245
9 H 0.715 -1.591 1.425  C1 1.113
10 H 0.384 -1.997 -0.325  C1 1.151
11 H -1.134 -1.650 0.693  C1 1.122
12 H -0.372 1.977 1.080  C3 1.109
13 H -1.705 1.132 -0.014  C3 1.107
14 H 0.261 1.011 -1.843  C4 1.038
15 H 1.577 1.398 0.914  C5 1.017

For the HOMO energy, the calculation gives -10.0 eV. The structure (SMILES) is C[C@]12C[C@H]1[C@@H]2[N+](=O)[O-]. As for the frontier orbital gap: 10.480 eV. For the energy, the calculation gives -399.75010 a.u. The strongest force on any atom comes out at 4.081 eV/Å. The LUMO energy comes out at 0.0172 Ha.

Formula: C5H7NO2
Source: the OMol25 dataset
Level of theory: wB97M-V/def2-TZVPD

Bonds (Å) are listed after each position.
Atoms and positions in Å:
1 N 2.935 -0.125 0.641  C2 1.458, H9 1.031, H10 1.037
2 C 1.999 -0.399 -0.443  N1 1.458, C3 1.521, H11 1.140, H12 1.132
3 C 0.521 -0.082 -0.277  C2 1.521, C4 1.355, O8 1.284
4 C -0.530 -0.932 -0.376  C3 1.355, C5 1.435, H13 1.058
5 C -1.603 -0.142 0.157  C4 1.435, O6 1.319, C7 1.414
6 O -2.803 -0.626 0.417  C5 1.319, H14 0.939
7 C -1.125 1.182 0.026  C5 1.414, O8 1.332, H15 1.110
8 O 0.168 1.152 -0.292  C3 1.284, C7 1.332
9 H 3.056 0.820 1.034  N1 1.031
10 H 2.768 -0.645 1.522  N1 1.037
11 H 2.047 -1.508 -0.704  C2 1.140
12 H 2.490 0.116 -1.324  C2 1.132
13 H -0.512 -1.985 -0.477  C4 1.058
14 H -3.287 -0.072 -0.166  O6 0.939
15 H -1.602 2.181 0.116  C7 1.110

For the HOMO energy, the calculation gives -8.3 eV. The structure (SMILES) is NCc1cc(O)co1. As for the frontier orbital gap: 9.070 eV. For the energy, the calculation gives -399.87745 a.u. The strongest force on any atom comes out at 5.408 eV/Å. The LUMO energy comes out at 0.0288 Ha.

Formula: C5H7NO2
Source: the OMol25 dataset
Level of theory: wB97M-V/def2-TZVPD

Bonds (Å) are listed after each position.
Atoms and positions in Å:
1 C -0.587 -2.275 -0.675  C2 1.532, H9 1.046, H10 1.014, H11 1.141
2 C -0.507 -0.957 0.102  C1 1.532, O3 1.214, C4 1.487
3 O -1.406 -0.401 0.698  C2 1.214
4 C 0.794 -0.264 -0.097  C2 1.487, C5 1.539, N7 1.545, H12 1.042
5 C 0.455 0.882 -1.068  C4 1.539, O6 1.173, N7 1.328
6 O 0.195 1.233 -2.156  C5 1.173
7 N 0.718 1.254 0.180  C4 1.545, C5 1.328, C8 1.448
8 C 0.173 2.103 1.219  N7 1.448, H13 1.085, H14 1.164, H15 1.157
9 H -0.129 -3.114 -0.252  C1 1.046
10 H -1.532 -2.641 -0.726  C1 1.014
11 H -0.147 -2.210 -1.726  C1 1.141
12 H 1.750 -0.676 -0.073  C4 1.042
13 H -0.892 2.289 1.129  C8 1.085
14 H 0.394 1.656 2.271  C8 1.164
15 H 0.722 3.120 1.175  C8 1.157

For the HOMO energy, the calculation gives -9.8 eV. The structure (SMILES) is CC(=O)[C@H]1C(=O)N1C. As for the frontier orbital gap: 10.577 eV. For the energy, the calculation gives -399.87329 a.u. The strongest force on any atom comes out at 3.611 eV/Å. The LUMO energy comes out at 0.0292 Ha.